Below is a 10-piece molecular cluster, C22H60O12S9 overall at a distorted geometry, with properties calculated with the ωB97M-V functional and the def2-TZVPD basis.

Each line ends with the Mulliken charge.
Element x y z (Å)
C  -0.4422  11.8593  13.1033  -1.933
C  0.5763  12.0021  11.9943  0.611
C  -0.0074  12.1923  10.5700  -0.453
O  0.5051  13.4659  10.1707  -0.150
C  1.2133  14.0159  11.1521  0.466
O  1.6308  15.1421  11.1358  -0.424
O  1.3986  13.1699  12.1844  -0.256
H  -1.2796  12.5318  12.9082  0.501
H  0.0029  12.1476  14.0543  0.409
H  -0.7718  10.8223  13.1344  0.362
H  1.2248  11.1229  11.9716  0.503
H  -1.0957  12.1922  10.5721  0.411
H  0.3897  11.4455  9.8856  -0.348
C  7.4104  14.2254  12.7630  -0.355
S  8.9947  14.0039  11.9001  0.321
O  8.4918  13.5454  10.5532  -0.494
C  9.3363  15.7725  11.6115  -0.795
H  7.1378  13.2712  13.2093  0.233
H  6.7516  14.6099  11.9880  -0.364
H  7.4031  14.9127  13.6126  0.605
H  9.2063  16.3262  12.5422  0.380
H  8.5125  16.0700  10.9634  0.110
H  10.3278  15.8538  11.1832  0.362
C  3.5844  16.7382  3.4070  -0.821
S  2.5329  15.3001  3.7128  0.503
O  2.7128  14.3728  2.5504  -0.706
C  3.4030  14.6189  5.1305  -0.346
H  4.6226  16.4485  3.2622  0.317
H  3.4386  17.5147  4.1543  0.163
H  3.1571  17.1423  2.4867  0.390
H  4.4381  14.3652  4.8833  0.569
H  2.9262  13.6579  5.3397  -0.027
H  3.4040  15.2649  6.0023  -0.058
C  4.6071  17.9654  11.8183  -1.191
S  4.7055  16.4425  12.8278  1.201
O  5.6972  16.6990  13.9156  -0.741
C  3.0682  16.6588  13.6094  -1.320
H  5.6080  18.3260  11.5843  0.455
H  3.9968  18.7576  12.2424  0.454
H  4.2219  17.6364  10.8475  0.127
H  2.2058  16.5334  12.9530  0.233
H  3.0238  17.6742  14.0033  0.538
H  3.0333  15.9353  14.4169  0.382
C  2.1976  10.6394  13.8702  -0.441
S  3.6328  11.6820  13.4575  0.435
O  3.5986  11.7344  11.9609  -0.373
C  2.9838  13.2460  14.1250  -0.927
H  1.3236  11.0299  13.3531  -0.358
H  2.0613  10.6924  14.9519  0.403
H  2.4269  9.6186  13.5798  0.365
H  2.1668  13.6573  13.5339  0.406
H  3.8055  13.9535  14.2002  0.279
H  2.6604  13.0228  15.1439  0.545
C  0.3662  17.8106  8.1255  -0.609
S  0.4063  16.7237  6.6841  0.199
O  1.6398  17.1686  5.9515  -0.429
C  0.8811  15.1834  7.5524  0.535
H  -0.4064  17.4818  8.8239  0.379
H  0.1830  18.8223  7.7729  0.423
H  1.3206  17.7591  8.6497  -0.243
H  -0.0133  14.7085  7.9450  0.612
H  1.6485  15.3984  8.2887  -0.650
H  1.2762  14.5669  6.7466  -0.035
C  7.1697  10.6579  12.0201  -0.549
S  7.7246  10.1555  10.3338  0.593
O  8.4675  8.8278  10.3390  -0.675
C  6.0324  9.6130  9.8426  -0.703
H  8.0905  11.1012  12.3937  0.304
H  6.8693  9.7592  12.5575  0.485
H  6.3314  11.3506  12.0014  -0.204
H  5.7538  8.7897  10.4954  0.415
H  6.0689  9.2938  8.8041  0.430
H  5.3753  10.4769  9.9587  -0.136
C  6.0147  13.5022  8.6735  -0.818
S  5.3722  15.1884  8.8375  0.419
O  5.1543  15.7985  7.4700  -0.600
C  3.7118  14.6795  9.4045  0.511
H  7.0275  13.4709  8.2599  0.559
H  5.4080  12.8171  8.0869  0.261
H  6.2497  13.1891  9.6976  0.000
H  3.7949  14.0834  10.3165  0.050
H  3.2339  14.0926  8.6172  -0.605
H  3.0888  15.5477  9.6139  -0.097
C  2.1146  9.8746  6.8544  -1.272
S  2.6160  11.4444  7.6382  0.823
O  1.4827  12.4045  7.3894  -0.744
C  2.3528  10.8045  9.3404  -0.690
H  2.6705  9.0100  7.2245  0.387
H  2.3093  9.8023  5.7797  0.394
H  1.0366  9.7573  6.9607  0.347
H  2.5082  11.6223  10.0355  -0.714
H  3.0727  10.0048  9.5204  0.529
H  1.3660  10.3458  9.4089  0.894
C  4.0912  18.7815  7.3475  0.234
S  4.4634  20.5542  7.4645  0.444
O  3.2263  21.3039  7.0741  -0.628
C  4.5388  20.6082  9.2877  -0.763
H  4.0981  18.4347  6.3160  0.011
H  3.1518  18.4586  7.7917  -0.196
H  4.9021  18.2103  7.8091  0.139
H  4.8312  21.5982  9.6283  0.440
H  5.3624  19.9558  9.5891  0.175
H  3.5737  20.2633  9.6502  0.210

Force components x, y, z for each atom (eV/Å):
C -0.29 0.77 -0.30
C -0.51 -0.17 -1.61
C 0.16 -0.04 0.50
O -0.35 -0.01 0.01
C 0.03 0.96 -0.03
O -0.43 -0.60 0.29
O -2.06 -0.42 -1.85
H -0.09 -0.15 0.11
H -0.21 -0.11 0.07
H -0.21 0.02 0.15
H -0.16 0.68 -0.88
H -0.02 0.22 -0.12
H -0.79 0.62 0.27
C 0.55 0.30 0.84
S -0.99 0.56 -0.65
O 0.58 -0.31 0.40
C -0.74 -0.50 0.72
H -0.25 -0.20 -0.55
H -0.24 -0.32 0.02
H 0.36 0.25 -0.23
H 0.42 -0.03 0.06
H 0.30 0.07 -0.38
H -0.05 0.20 -0.14
C -0.51 0.07 -0.37
S -0.33 0.19 0.07
O 0.34 0.10 0.35
C 0.57 -0.78 -0.25
H 0.01 -0.02 0.05
H 0.07 -0.28 0.33
H 0.27 -0.08 -0.12
H 0.00 0.28 -0.21
H -0.25 0.16 0.11
H -0.18 0.19 -0.14
C 0.13 -0.66 -0.75
S -0.44 1.03 0.11
O -0.18 -0.17 -0.10
C 0.03 0.35 -0.01
H 0.14 -0.12 0.42
H 0.01 -0.09 0.18
H -0.34 0.13 0.10
H 0.39 -0.27 -0.27
H 0.22 -0.07 0.22
H -0.05 0.04 0.11
C 0.52 0.31 1.00
S -0.54 -0.03 0.03
O 0.57 0.04 -0.12
C 0.52 0.00 0.96
H 1.27 -0.96 1.52
H 0.00 -0.16 0.00
H 0.08 -0.05 -0.11
H 0.86 -0.12 0.96
H 0.25 -0.15 -0.10
H 0.05 0.00 0.08
C -0.23 -0.30 0.27
S 0.88 0.02 0.36
O -0.37 -0.12 0.13
C -0.44 0.82 -1.00
H -0.14 0.09 -0.13
H -0.04 0.02 0.00
H 0.08 -0.03 -0.18
H 0.08 0.01 0.23
H -0.28 -0.02 -0.04
H -0.04 -0.03 0.22
C 0.81 -0.67 -0.52
S -0.95 -1.72 -0.58
O -0.47 1.56 0.65
C 0.54 0.80 -0.03
H -0.25 0.06 0.59
H 0.23 -0.04 0.11
H 0.15 0.18 -0.34
H 0.00 -0.02 0.05
H 0.06 -0.05 -0.01
H -0.16 -0.12 0.00
C 0.98 0.02 0.31
S -0.60 -0.24 -0.97
O 0.30 -0.46 1.04
C 0.60 -0.13 -0.12
H -0.18 0.63 -0.27
H -0.43 0.13 0.19
H -0.58 -0.23 -0.02
H 0.19 0.05 -0.03
H 0.16 0.01 -0.06
H 0.48 0.06 -0.08
C 0.22 -0.48 -0.73
S -1.12 -0.57 0.18
O 0.73 -0.66 0.16
C 0.65 -0.49 -0.93
H -0.12 0.20 0.56
H 0.09 0.82 0.05
H 0.02 0.04 0.37
H 0.07 -0.08 0.06
H 0.23 0.22 0.06
H 0.31 -0.04 -0.26
C 0.67 -0.39 0.11
S -0.82 -0.15 0.06
O 0.49 -0.23 0.19
C 0.58 -0.36 -0.49
H -0.16 0.41 -0.13
H -0.10 0.48 0.03
H 0.05 0.20 0.10
H -0.44 0.20 -0.17
H -0.21 -0.22 0.02
H 0.00 0.15 0.24

Summary:
* multiplicity: 1
* energy relative to the best compared isomer or geometry (same formula, charge and spin): 10.1 kcal/mol
* net charge: 0
* frontier orbital gap: 7.41 eV